Entry from the Open Molecules 2025 dataset: an isolated ion of composition C3H9N2O and charge +2 in a non-equilibrium geometry (ωB97M-V with the def2-TZVPD basis set).

Last column: Mulliken spin population.
CARTESIAN COORDINATES (ANGSTROEM)
C  0.489  -0.924  -0.434  0.0990
H  1.199  1.026  -2.271  -0.0018
H  -0.309  -1.745  -0.768  -0.0031
H  0.215  0.846  1.711  -0.0011
H  -1.248  -0.304  1.724  0.0066
H  -0.006  -0.410  2.947  0.0015
N  0.592  -1.121  1.108  -0.0019
C  -0.177  0.532  -0.770  -0.0387
N  0.437  1.278  -1.652  0.0624
H  -0.173  2.059  -1.895  0.0014
O  -1.384  0.587  -0.511  0.8505
H  1.589  -1.267  1.353  0.0008
H  0.250  -2.067  1.337  0.0007
H  1.431  -0.918  -0.968  0.0155
C  -0.207  -0.147  1.935  0.0082

The largest force on an atom is 4.28 eV/Å. Its total energy is -303.664101 Ha. As for the expectation value of S²: 0.756. Its net charge is +2. The multiplicity is 2.